1.
Here is a molecular structure, C21H27ClF6MoO2P2 at a distorted geometry from the Open Molecules 2025 dataset. Energies are from wB97M-V/def2-TZVPD.

XYZ file:
```
60
Properties=species:S:1:pos:R:3:forces:R:3
Mo -0.1471 0.6702 1.0472 0.39 2.37 -2.54
Cl 5.9438 -2.4780 3.4788 -0.45 0.28 -0.23
C 4.6670 -1.5488 2.8292 0.38 0.06 0.05
C 4.9306 -0.2834 2.2710 -0.15 -0.53 0.19
C 3.9107 0.4797 1.7337 -0.85 0.33 -0.37
C 2.5982 0.0051 1.7519 1.42 -1.05 0.82
O 1.5641 0.6855 1.2422 4.03 0.09 0.29
C 2.3010 -1.2653 2.3545 -0.10 0.35 -0.21
C 0.9287 -1.6879 2.4689 1.58 -0.54 0.46
O -0.0020 -0.9709 2.0463 -0.15 -1.14 1.60
C 3.3574 -2.0337 2.8623 -0.40 0.04 -0.06
H 5.9452 0.0835 2.2564 0.12 0.06 0.01
H 4.1158 1.4497 1.2987 0.05 0.00 -0.02
H 0.6856 -2.6369 2.9579 -0.11 0.06 -0.12
H 3.1565 -3.0094 3.2835 0.00 -0.06 0.11
C -1.9099 5.3454 0.0298 0.38 0.19 -0.10
C -2.0112 3.8578 0.2929 0.13 -0.94 0.42
C -3.0032 3.1723 -0.6197 -0.28 -0.17 -0.11
C -2.2863 3.5845 1.7675 -0.21 0.03 0.29
P -0.2412 3.0171 0.0279 0.12 2.39 -0.83
C 0.8722 4.1217 0.9302 0.06 -0.55 0.13
C 1.2124 3.7805 2.2529 -0.22 -0.14 -0.27
C 2.0327 4.5996 2.9999 0.17 0.06 0.10
C 2.5296 5.7789 2.4438 -0.14 -0.27 -0.01
C 2.2194 6.1165 1.1308 -0.10 0.02 0.05
C 1.3826 5.3095 0.3860 0.03 -0.28 -0.17
C 0.2799 2.8932 -1.8237 0.28 -0.40 0.76
C -0.1287 4.0507 -2.7233 -0.18 0.09 0.18
C 1.8036 2.7313 -1.7611 -0.02 -0.10 -0.07
C -0.3641 1.5961 -2.3126 -0.33 0.36 0.09
H -2.9154 5.7693 0.0906 -0.12 -0.15 0.09
H -1.5501 5.5890 -0.9669 0.04 -0.02 -0.07
H -1.2951 5.8532 0.7695 0.01 0.02 0.01
H -4.0137 3.4172 -0.2816 0.01 0.08 0.07
H -2.9367 2.0832 -0.5901 -0.07 0.06 -0.08
H -2.9324 3.5224 -1.6471 0.08 -0.08 -0.05
H -3.2450 4.0361 2.0299 -0.02 0.01 0.03
H -1.5332 4.0442 2.4079 -0.01 0.02 0.03
H -2.3722 2.5172 2.0075 -0.08 0.21 -0.06
H 0.8176 2.8579 2.6969 -0.03 0.24 0.10
H 2.2862 4.3397 4.0160 -0.03 -0.01 0.11
H 3.1413 6.4368 3.0405 0.11 0.05 0.06
H 2.6230 7.0160 0.6928 -0.02 0.13 -0.02
H 1.1251 5.6036 -0.6183 0.02 0.04 -0.11
H 0.2469 5.0118 -2.3841 0.00 0.05 0.00
H -1.2067 4.1090 -2.8520 -0.05 0.07 0.04
H 0.2916 3.8879 -3.7168 0.12 -0.15 -0.03
H 2.2988 3.6670 -1.5065 0.05 -0.09 0.08
H 2.1715 2.4213 -2.7402 -0.02 -0.03 -0.03
H 2.0925 1.9556 -1.0336 0.08 0.19 -0.18
H -1.4517 1.6587 -2.3527 0.03 -0.11 0.12
H -0.0735 0.7309 -1.6796 0.06 -0.35 0.18
H -0.0252 1.3711 -3.3248 0.18 -0.20 0.04
F -1.8428 0.6010 0.8507 -4.86 0.36 -0.13
P -2.8120 -1.4549 0.1250 -0.16 -0.04 -0.46
F -4.1013 -0.6128 0.3777 0.10 -0.43 -0.04
F -3.3647 -2.7801 -0.3391 -0.03 0.15 0.01
F -2.5824 -1.5556 1.6815 -0.39 -0.25 -0.45
F -2.5296 -0.5526 -1.1587 -0.43 -0.46 0.22
F -1.2238 -1.8276 -0.0121 -0.03 0.09 0.03
```
Forces are in eV/Å.

## Properties
* frontier orbital gap (alpha / beta): 3.99 / 3.90 eV
* lowest unoccupied orbital energy (alpha / beta): -14.2 / -14.1 eV
* HOMO (alpha / beta): -18.148 / -18.029 eV
* net charge: +3
* spin multiplicity: 2

2.
Here is a molecular structure, C14H19BrI2N3O4PtS2Si at a distorted geometry from the Open Molecules 2025 dataset. Energies are from wB97M-V/def2-TZVPD.

XYZ file:
```
47
Properties=species:S:1:pos:R:3:forces:R:3
Pt -0.8183 0.8325 -0.2029 -2.60 2.72 0.69
O -2.4809 -5.0563 0.4350 0.03 -0.04 -0.06
C -2.1521 -3.7737 0.3503 -0.01 -0.01 0.02
C -3.0631 -2.7520 0.0793 -0.07 -0.02 -0.01
C -2.6123 -1.4649 0.0233 0.12 -0.02 0.16
N -1.3169 -1.1157 0.2124 0.43 -0.19 -0.40
C -0.4401 -2.1177 0.4587 -0.04 0.21 0.14
Br 1.3598 -1.7188 0.7112 0.00 -0.17 -0.04
C -0.8210 -3.4337 0.5558 -0.03 -0.04 0.02
H -3.4080 -5.2107 0.2126 -0.01 0.02 0.04
H -4.1112 -2.9567 -0.0927 -0.01 0.03 0.03
H -3.3071 -0.6640 -0.1535 -0.02 0.02 -0.09
H -0.0906 -4.2024 0.7575 0.02 0.02 0.02
C -3.3119 0.9966 2.5746 0.07 -0.13 0.04
C -1.8823 1.3553 2.8311 -0.24 0.02 -0.10
C -1.4349 1.7726 4.0622 0.04 0.01 -0.04
C -0.0780 2.0755 4.2508 -0.01 -0.01 -0.06
C 0.8226 1.9757 3.2201 -0.01 0.02 0.07
C 0.3280 1.5527 1.9784 0.45 -0.01 -0.03
N -0.9805 1.2547 1.8320 0.21 -0.15 -0.56
N 0.9581 1.3450 0.8177 0.06 -0.63 -0.55
Si 2.5500 1.7998 0.1716 0.13 -0.19 0.17
C 2.4553 1.4149 -1.6419 -0.03 0.13 0.00
C 2.8485 3.5926 0.5530 -0.10 0.03 -0.11
C 3.8707 0.7505 0.9816 -0.17 0.12 -0.01
H -3.9718 1.7020 3.0750 -0.01 0.00 0.00
H -3.5271 0.0015 2.9707 0.01 0.00 0.00
H -3.5330 1.0072 1.5123 -0.04 0.07 0.01
H -2.1442 1.8578 4.8722 0.01 0.00 0.01
H 0.2643 2.3887 5.2285 -0.01 0.01 0.00
H 1.8747 2.1869 3.3430 -0.01 0.04 0.01
H 1.6706 2.0006 -2.1253 0.03 -0.01 -0.02
H 2.2596 0.3518 -1.8034 -0.02 0.00 -0.03
H 3.3936 1.6605 -2.1430 0.03 -0.02 0.05
H 2.1188 4.2279 0.0474 0.00 0.01 0.02
H 3.8447 3.8795 0.2097 0.01 0.02 0.02
H 2.7927 3.7994 1.6230 0.02 0.01 0.01
H 3.7151 -0.3089 0.7789 0.13 -0.02 -0.01
H 3.8991 0.8910 2.0640 0.03 -0.02 0.00
H 4.8479 1.0291 0.5816 0.02 -0.03 0.02
O -0.7434 2.9678 -0.5965 0.55 -1.08 0.68
S -1.8559 3.1267 -1.5860 -1.25 0.17 -1.26
O -2.5542 4.3573 -1.6147 0.42 0.20 0.33
O -1.3209 2.7156 -2.9310 -0.32 0.94 0.71
S -3.1032 1.6057 -1.0175 0.59 -0.16 0.88
I -0.9273 0.5550 -2.8843 1.67 -2.26 -0.73
I -0.3056 -2.1611 -3.0153 -0.08 0.37 -0.02
```
Forces are in eV/Å.

## Properties
* frontier orbital gap: 6.16 eV
* lowest unoccupied orbital energy: -5.2 eV
* ΔE to the lowest compared entry with this formula, charge and spin: 142.6 kJ/mol
* HOMO: -11.395 eV
* net charge: +1
* spin multiplicity: 1

3.
Here is 12 unconnected molecules or ions with the total composition C36H95BrFN2O21P2S2 at a distorted geometry from the Open Molecules 2025 dataset. Energies are from wB97M-V/def2-TZVPD.

XYZ file:
```
160
Properties=species:S:1:pos:R:3:forces:R:3
C 0.1231 -0.6893 5.9468 1.63 -0.65 0.67
O -0.5485 -1.5029 4.9525 -0.89 1.53 -0.15
C -1.7379 -0.8467 4.4211 0.60 0.71 0.52
C -1.4673 -0.1984 2.9432 -0.53 -3.40 0.28
C -0.9057 -1.4443 2.0580 -0.10 -0.29 -0.62
C -1.9621 -2.6431 1.8899 0.01 -0.49 -0.45
C -2.4632 -2.8166 0.3478 -0.51 -0.38 0.41
C -2.1134 -4.2602 -0.2516 0.78 -3.12 1.02
O -1.9348 -5.2859 0.4522 -1.01 4.34 -2.34
O -2.0440 -4.4186 -1.6679 0.79 1.36 2.50
N -0.3293 0.7497 3.1418 -0.42 0.33 1.02
C -0.1554 1.8119 2.1143 1.95 1.72 -2.03
C 1.2703 1.6409 1.3551 -0.35 0.37 0.24
O 1.5032 0.2830 0.9304 0.56 1.21 0.18
C 2.8907 0.2356 0.4784 1.36 0.78 -0.47
O 3.7640 -0.1021 1.5679 -1.06 -0.80 -1.17
C 3.5865 -1.5019 1.9325 0.03 -0.33 -0.33
C 4.9538 -2.2835 2.2284 -0.27 -0.64 -0.08
O 4.6974 -3.1909 3.3515 -0.52 0.82 -0.93
P 0.0850 3.4459 3.1311 -0.48 0.55 1.80
S -1.4840 3.9589 4.1464 0.32 -0.31 -0.24
C -1.3849 2.0800 1.1400 -1.14 -1.58 -0.54
O -1.4500 1.2914 -0.0688 1.20 -0.64 0.53
P -1.5007 3.9298 0.5603 0.52 1.92 0.06
O -0.0409 4.4114 -0.1873 -1.76 -1.72 -0.36
Br -3.0166 3.8497 -1.1369 0.82 -0.36 0.67
N -2.6860 1.8477 1.8727 1.48 -0.39 0.39
C -2.7876 0.4281 2.2915 1.01 -0.94 -2.08
S -4.3289 0.2981 3.3302 -6.09 5.34 1.22
O -5.4106 0.9790 2.5111 3.63 -3.09 1.23
O -4.2561 1.0334 4.6364 1.21 -3.49 -2.83
F -4.8628 -1.3067 3.4934 1.78 2.49 -0.28
H -0.5580 -0.2284 6.7348 0.68 -0.41 -1.30
H 0.8168 0.0780 5.4312 -1.12 -0.79 1.00
H 0.8366 -1.3974 6.5148 -1.18 1.08 -0.98
H -1.9570 0.0324 5.1173 -0.32 -1.22 -0.87
H -2.5603 -1.6319 4.4151 0.95 1.27 -0.17
H -0.6048 -1.1266 0.9995 -0.38 -0.12 1.60
H 0.0532 -1.8930 2.5211 -1.57 1.07 -0.40
H -1.4401 -3.6017 2.2597 -0.98 1.37 -0.77
H -2.9134 -2.5437 2.5073 1.41 0.07 -0.61
H -2.1210 -1.9493 -0.3188 -0.27 -1.41 0.79
H -3.6187 -2.7599 0.3498 1.77 -0.21 -0.17
H -1.2814 -3.8463 -1.9337 -1.06 -0.36 -0.45
H -0.4827 1.2089 4.0758 -0.13 -0.06 -0.63
H 0.5276 0.1637 3.2797 -0.54 0.44 -0.56
H 1.3135 2.3342 0.4487 -0.29 -0.79 1.20
H 2.0964 1.9738 2.0872 -1.10 -0.56 -0.91
H 3.1983 1.2951 0.1384 -0.41 -1.70 0.61
H 3.0198 -0.4459 -0.4357 -0.51 0.62 1.70
H 3.0852 -2.0172 1.0386 0.47 0.52 1.39
H 2.8899 -1.5287 2.8562 1.18 -0.21 -1.31
H 5.8453 -1.6173 2.4669 -1.44 -0.69 -0.04
H 5.2708 -2.9523 1.3449 -0.63 1.28 1.02
H 3.7623 -3.4799 3.2546 1.02 0.07 0.16
H 1.1055 3.0913 4.1055 -0.15 -0.11 -1.14
H 0.6722 4.4914 2.3382 -0.03 -0.98 -0.05
H -0.7149 0.6476 -0.1646 -0.22 0.57 0.17
H 0.0137 4.1214 -1.1305 0.11 0.18 0.75
H -3.4793 2.1445 1.2835 0.35 -0.50 0.43
H -3.0035 -0.1903 1.3359 0.00 0.52 1.76
C -2.5540 4.0210 9.3963 0.01 0.13 0.11
C -1.8295 4.1732 8.0741 -0.35 -0.20 0.19
O -1.1777 2.9538 7.7308 0.31 -0.30 -0.28
H -1.8530 3.7462 10.1886 -0.01 0.10 -0.08
H -3.0553 4.9505 9.6755 -0.06 -0.12 0.04
H -3.2997 3.2223 9.3394 -0.07 0.12 -0.04
H -1.0714 4.9560 8.1411 0.06 -0.20 -0.11
H -2.5276 4.4362 7.2727 -0.01 0.18 0.04
H -1.8569 2.2699 7.6654 0.08 0.22 0.08
C -1.6988 -8.1308 3.4099 -0.13 -0.07 0.11
C -1.2112 -6.6957 3.4101 0.11 -0.29 -0.36
O 0.1733 -6.6465 3.7422 0.26 0.23 0.12
H -1.5427 -8.5891 4.3900 -0.06 0.09 -0.04
H -2.7616 -8.1821 3.1618 0.06 -0.06 -0.03
H -1.1392 -8.7292 2.6852 -0.10 0.07 -0.06
H -1.7574 -6.1064 4.1505 0.21 0.00 0.05
H -1.3534 -6.2348 2.4284 -0.20 -0.06 0.13
H 0.6503 -7.1621 3.0789 -0.11 0.09 0.16
C -1.0723 -4.7684 -6.5199 0.11 -0.08 -0.11
C -1.3932 -4.8601 -5.0415 -0.14 0.22 -0.24
O -1.5056 -3.5570 -4.4811 0.17 -0.08 0.06
H -0.1385 -4.2217 -6.6753 -0.03 -0.10 0.05
H -0.9768 -5.7636 -6.9606 -0.02 0.07 -0.05
H -1.8546 -4.2211 -7.0536 -0.03 -0.12 0.02
H -0.5984 -5.3886 -4.5100 -0.08 0.10 0.07
H -2.3335 -5.3960 -4.8783 0.09 -0.18 -0.01
H -2.2179 -3.0951 -4.9502 0.19 0.13 0.41
C 6.6947 1.0654 -2.7040 -0.05 0.20 0.07
C 6.0083 0.0550 -1.8079 0.33 0.09 -0.33
O 4.7358 -0.2985 -2.3471 -0.58 0.05 0.04
H 6.0809 1.9648 -2.8088 0.00 -0.04 0.12
H 7.6677 1.3474 -2.2989 -0.05 -0.07 -0.16
H 6.8372 0.6577 -3.7082 0.16 -0.03 0.13
H 5.8484 0.4739 -0.8116 -0.17 -0.12 -0.06
H 6.6117 -0.8521 -1.7088 0.07 0.09 0.09
H 4.8850 -0.6763 -3.2243 -0.03 -0.02 0.21
C 1.2219 0.9624 -4.2549 -0.19 -0.04 -0.19
C 1.0760 1.6120 -2.8947 0.30 -0.13 -0.31
O 1.7943 0.8700 -1.9121 -0.08 0.21 0.16
H 0.8490 -0.0656 -4.2315 -0.06 0.07 0.08
H 0.6704 1.5210 -5.0138 0.14 0.00 0.02
H 2.2742 0.9132 -4.5493 -0.04 0.14 -0.02
H 0.0248 1.6397 -2.5954 0.07 -0.05 0.12
H 1.4590 2.6381 -2.9095 -0.13 0.09 -0.14
H 2.7280 0.8567 -2.1787 -0.09 -0.20 -0.05
C 0.8862 4.1598 -8.4618 -0.03 -0.06 -0.12
C 0.2377 4.3840 -7.1102 0.30 0.13 -0.19
O 1.0341 3.8071 -6.0801 0.05 -0.10 0.31
H 1.0122 3.0912 -8.6540 -0.10 0.07 0.02
H 0.2814 4.5932 -9.2616 0.09 -0.01 0.01
H 1.8832 4.6092 -8.4919 -0.09 0.09 -0.04
H -0.7480 3.9155 -7.0765 0.13 -0.02 0.20
H 0.1192 5.4527 -6.9061 -0.16 0.01 -0.11
H 1.9012 4.2322 -6.1095 -0.19 -0.10 -0.02
C 2.7993 -4.1768 -5.4606 0.03 -0.06 -0.12
C 2.8166 -4.4850 -3.9766 -0.15 0.28 -0.23
O 3.3829 -3.3961 -3.2540 0.13 0.14 0.23
H 3.8121 -3.9860 -5.8248 -0.05 -0.11 0.06
H 2.3714 -5.0076 -6.0266 0.00 0.09 -0.03
H 2.2130 -3.2750 -5.6614 -0.10 -0.10 0.01
H 3.4202 -5.3726 -3.7773 0.02 0.18 0.13
H 1.8033 -4.6653 -3.6032 -0.02 -0.17 -0.08
H 2.8385 -2.6169 -3.4279 0.09 -0.16 0.06
C -6.6882 4.2696 8.4960 0.01 -0.12 -0.15
C -6.6425 3.9744 9.9824 -0.16 0.39 -0.17
O -6.0543 5.0662 10.6786 0.15 0.03 0.15
H -5.6812 4.4498 8.1098 -0.04 -0.08 0.06
H -7.1333 3.4371 7.9458 -0.01 0.08 -0.03
H -7.2718 5.1735 8.2988 -0.07 -0.10 0.00
H -6.0409 3.0840 10.1771 0.03 0.17 0.14
H -7.6485 3.8050 10.3791 -0.01 -0.20 -0.09
H -6.5974 5.8467 10.5076 0.13 -0.16 0.08
C -5.2520 4.0178 -5.0569 -0.08 0.12 -0.07
C -4.0513 3.2519 -5.5757 -0.26 -0.05 0.30
O -2.9890 3.3019 -4.6287 0.28 -0.10 0.13
H -4.9866 5.0600 -4.8616 0.00 -0.07 -0.11
H -6.0728 3.9920 -5.7773 0.00 0.01 0.10
H -5.6015 3.5945 -4.1102 -0.06 -0.08 -0.09
H -3.6923 3.6903 -6.5089 0.14 -0.05 0.15
H -4.3073 2.2039 -5.7625 -0.09 0.04 -0.18
H -3.3112 2.9037 -3.8078 0.09 0.12 -0.24
C 11.4936 1.3658 -3.7934 0.07 0.14 0.02
C 10.8012 0.3548 -2.9011 0.15 -0.04 -0.40
O 9.5325 0.0052 -3.4451 -0.19 -0.13 0.01
H 10.8822 2.2657 -3.8996 0.05 -0.06 0.09
H 12.4665 1.6466 -3.3835 -0.03 0.00 -0.09
H 11.6396 0.9589 -4.7983 0.10 -0.03 0.08
H 10.6377 0.7725 -1.9054 -0.16 -0.11 -0.08
H 11.4029 -0.5537 -2.8000 0.12 0.09 0.14
H 9.6854 -0.3717 -4.3216 -0.02 0.08 0.20
C -5.1702 -0.4806 -3.1479 -0.15 0.00 0.01
C -4.1475 -1.5992 -3.1766 -0.02 0.35 -0.05
O -3.2779 -1.4417 -4.2917 0.00 0.07 -0.13
H -5.7573 -0.4743 -4.0696 0.02 -0.08 0.10
H -5.8483 -0.5930 -2.2985 0.02 0.08 -0.04
H -4.6763 0.4937 -3.0773 0.01 -0.02 0.12
H -4.6427 -2.5676 -3.2689 0.19 0.03 -0.08
H -3.5474 -1.6038 -2.2605 -0.11 -0.10 0.11
H -2.8364 -0.5871 -4.1990 -0.05 -0.19 -0.13
```
Forces are in eV/Å.

## Properties
* frontier orbital gap: 8.21 eV
* lowest unoccupied orbital energy: -3.2 eV
* ΔE to the lowest compared entry with this formula, charge and spin: 0.0 kJ/mol
* HOMO: -11.448 eV
* net charge: +1
* spin multiplicity: 1

4.
Here is C3H2ClFS2 in the gas phase at a distorted geometry from the Open Molecules 2025 dataset. Energies are from wB97M-V/def2-TZVPD.

XYZ file:
```
9
Properties=species:S:1:pos:R:3:forces:R:3
F -2.3913 1.7268 -0.0012 0.73 -0.57 0.04
C -1.7802 0.5301 -0.0096 -1.19 -0.76 -0.11
Cl -2.9628 -0.7556 -0.0185 0.52 0.50 -0.03
C -0.4705 0.3500 -0.0148 -0.81 0.76 0.25
S 0.3008 -1.1981 0.0055 -0.15 -0.34 -0.08
C 1.9746 -0.8236 -0.0220 0.39 1.05 0.20
S 2.7082 0.6354 -0.0161 -0.24 -0.68 -0.07
H 0.0626 1.2751 0.0645 0.81 0.13 -0.12
H 2.5586 -1.7402 0.0122 -0.07 -0.08 -0.08
```
Forces are in eV/Å.

## Properties
* frontier orbital gap: 8.41 eV
* lowest unoccupied orbital energy: -0.6 eV
* ΔE to the lowest compared entry with this formula, charge and spin: 2.5 kJ/mol
* HOMO: -9.054 eV
* SMILES: F/C(Cl)=C/SC=S
* net charge: 0
* spin multiplicity: 1

5.
Here is a molecular structure, CH6O2SSi at a distorted geometry from the Open Molecules 2025 dataset. Energies are from wB97M-V/def2-TZVPD.

XYZ file:
```
11
Properties=species:S:1:pos:R:3:forces:R:3
C -0.4578 0.6358 -2.0030 0.54 -2.13 0.90
O 0.8569 -0.6302 -0.0778 0.30 -0.73 -2.69
O 2.0123 1.1794 -1.2759 1.21 1.00 0.04
Si 1.0602 0.1864 1.3065 -2.55 2.86 0.90
S 1.2448 -0.0096 -1.5567 -2.13 -0.01 1.11
H -0.1055 1.3987 -2.6256 -0.13 1.04 -1.60
H -0.8317 -0.2852 -2.4665 -0.44 0.68 -0.50
H -1.1969 1.0345 -1.2918 0.85 -0.33 0.33
H 2.3838 0.7149 1.5118 0.70 -0.38 0.42
H 0.3226 -0.9199 1.9521 0.49 0.43 1.19
H 0.1581 1.6779 1.3679 1.16 -2.42 -0.10
```
Forces are in eV/Å.

## Properties
* frontier orbital gap: 10.42 eV
* lowest unoccupied orbital energy: 0.8 eV
* ΔE to the lowest compared entry with this formula, charge and spin: 13.4 kJ/mol
* HOMO: -9.650 eV
* net charge: 0
* spin multiplicity: 1